An isolated molecule of C3H3Cl2F in a non-equilibrium geometry, computed with ωB97M-V/def2-TZVPD.

The geometry in XYZ format:
```
9
C3H3Cl2F | OMol25 | ωB97M-V/def2-TZVPD
C -0.789 -1.318 -0.730
C -0.300 -2.065 -1.947
C 0.053 -0.349 0.008
F -2.050 -1.585 -0.331
Cl -1.161 -3.245 -2.721
Cl 1.247 -1.681 -2.462
H 0.783 -0.020 -0.621
H 0.331 -0.583 1.024
H -0.417 0.557 -0.023
```

The multiplicity is 1. The HOMO-LUMO gap comes out at 9.3 eV. The calculation puts the molar mass at 129.0 g/mol. Its total energy is -1136.2905 a.u. The calculation puts the energy relative to the best compared isomer or geometry (same formula, charge and spin) at 29.40 kcal/mol. The LUMO energy comes out at 0.0288 hartree.